{
  "formula": "C7H13NSi",
  "method": "wB97M-V/def2-TZVPD",
  "symbols": ["C", "C", "C", "C", "C", "C", "C", "N", "Si", "H", "H", "H", "H", "H", "H", "H", "H", "H", "H", "H", "H", "H"],
  "coordinates": [[-2.01257, 1.13445, 1.05341], [-0.13673, 2.88151, -1.60673], [-0.26748, 1.58962, -1.27694], [2.17184, -1.28848, -0.48052], [0.26711, -1.09951, 2.22885], [-1.12682, -1.55618, -0.63175], [0.24885, 1.02577, -0.11953], [-2.98453, 0.91582, 1.63592], [0.37833, -0.81631, 0.29014], [-0.77109, 3.46233, -2.21738], [0.76509, 3.47421, -1.20732], [-0.99533, 1.02725, -1.79126], [2.75938, -0.74441, 0.11699], [2.20484, -2.34003, -0.38007], [2.08576, -0.97135, -1.48273], [1.35296, -0.93209, 2.64072], [-0.37819, -0.34949, 2.65531], [-0.21797, -1.94249, 2.45607], [-1.12510, -2.73416, -0.56501], [-2.06920, -1.14784, -0.11511], [-0.99268, -1.34730, -1.78346], [0.84353, 1.75869, 0.58042]],
  "atomic_forces_ev_per_a": [[2.146, -0.091, -0.709], [2.876, 0.912, 1.434], [-0.756, 1.414, -1.041], [-5.160, -0.647, -0.176], [3.753, 4.171, -1.990], [0.348, -1.524, -0.728], [0.822, 0.977, 3.525], [-0.543, -0.042, 0.226], [-0.418, -1.024, 0.426], [-0.588, 0.029, -1.118], [-1.675, -0.862, -0.173], [-0.829, -0.685, -0.525], [2.942, 1.762, 1.920], [0.573, -1.066, 0.076], [0.445, 0.312, -1.203], [-2.140, -0.802, -0.406], [-0.068, 0.726, -0.011], [-1.098, -3.811, 0.886], [-0.056, 2.264, 0.017], [1.287, -0.545, -1.237], [-0.733, -0.155, 2.218], [-1.128, -1.312, -1.409]],
  "lowdin_charge": [-0.2367, 0.0906, -0.2893, -0.1222, -0.1565, -0.2234, -0.1209, -0.0633, 0.5787, 0.0585, 0.1088, 0.0837, -0.0339, 0.0135, 0.0088, 0.0706, -0.0013, -0.0362, 0.0564, 0.0292, 0.0553, 0.1294],
  "e_above_lowest_kj_mol": 593.06,
  "e_homo_ev": [-9.5, -9.5]
}

---

{
  "formula": "C7H13PS",
  "method": "wB97M-V/def2-TZVPD",
  "symbols": ["C", "C", "C", "C", "C", "C", "C", "P", "S", "H", "H", "H", "H", "H", "H", "H", "H", "H", "H", "H", "H", "H"],
  "coordinates": [[1.07462, 1.19972, 1.55970], [0.69848, 1.13835, 0.07281], [-0.73240, 0.76158, -0.21614], [-0.83250, -0.76683, -0.07184], [1.55456, -0.12243, -0.19624], [-1.01945, 1.21757, -1.63905], [-0.99412, -1.42905, 1.23779], [1.14017, -1.35816, -1.48452], [2.05264, -0.38488, 1.52014], [1.67361, 1.99452, 1.85124], [0.22527, 1.21434, 2.22227], [0.92348, 1.95772, -0.51975], [-1.38955, 1.30405, 0.59695], [-1.30668, -1.32915, -0.94138], [-0.30911, 1.95825, -1.91594], [-2.01353, 1.58438, -1.83302], [-0.79473, 0.37912, -2.30953], [-1.39042, -2.51056, 1.00610], [-1.67024, -0.96252, 1.88761], [-0.15817, -1.60187, 1.74034], [0.84911, -2.48934, -0.64623], [2.41894, -1.75481, -1.92130]],
  "atomic_forces_ev_per_a": [[-0.530, -1.170, -0.314], [0.471, -2.489, 1.401], [-1.354, 0.319, 1.421], [-1.067, 0.676, -1.072], [-0.719, -0.924, 0.645], [-0.238, -1.049, -0.288], [-3.412, -2.831, -3.578], [0.300, 0.016, 0.403], [-0.378, 0.979, -1.454], [1.316, 1.505, 0.320], [-0.437, -0.420, 0.282], [0.992, 1.852, -0.639], [0.710, -0.875, -1.538], [0.560, 1.027, 1.209], [0.303, 0.949, -0.348], [-0.422, 0.012, 0.064], [-0.326, 0.176, -0.009], [0.455, 1.920, 0.652], [-1.214, 0.897, 0.916], [4.022, -0.433, 2.253], [0.502, 0.114, -0.516], [0.467, -0.249, 0.191]],
  "lowdin_charge": [-0.3503, -0.4171, -0.3752, -0.2671, -0.6632, -0.0783, -0.1299, 0.7942, 0.8674, 0.0446, 0.0752, 0.0955, 0.1676, 0.0976, 0.0597, 0.0754, 0.0449, 0.1237, 0.0647, -0.0340, -0.0631, -0.1322],
  "e_above_lowest_kj_mol": 510.84,
  "e_homo_ev": [-7.2, -7.5]
}

---

{
  "formula": "C7H14",
  "method": "wB97M-V/def2-TZVPD",
  "symbols": ["C", "C", "C", "C", "C", "C", "C", "H", "H", "H", "H", "H", "H", "H", "H", "H", "H", "H", "H", "H", "H"],
  "coordinates": [[-0.08331, -0.19578, 1.83165], [0.99105, 0.31299, 0.86585], [2.19842, -0.62822, 0.89184], [0.52741, 0.48545, -0.60061], [-0.94100, 0.75969, -0.83945], [-1.54198, 0.32387, -2.14685], [-1.90370, -0.39362, -0.87703], [-0.28970, -1.26252, 1.67895], [0.25762, -0.07113, 2.86630], [-1.02805, 0.34464, 1.72160], [1.31487, 1.29715, 1.23327], [2.57333, -0.78449, 1.90946], [1.90614, -1.60799, 0.49030], [3.02221, -0.25055, 0.27504], [1.12203, 1.28800, -1.05875], [0.78148, -0.42597, -1.16076], [-1.32490, 1.69045, -0.42255], [-2.29467, 0.95067, -2.61567], [-0.88767, -0.18784, -2.84943], [-1.49684, -1.39024, -0.71972], [-2.90274, -0.25455, -0.47343]],
  "atomic_forces_ev_per_a": [[-0.056, -0.033, 0.015], [0.012, 0.030, 0.013], [0.067, -0.012, 0.020], [-0.003, -0.065, -0.067], [0.055, 0.101, 0.091], [-0.010, 0.055, -0.197], [-0.086, -0.135, 0.114], [0.004, 0.147, -0.034], [-0.032, -0.065, -0.156], [0.144, -0.052, 0.037], [-0.068, -0.112, -0.055], [-0.030, 0.072, -0.126], [0.059, 0.140, 0.087], [-0.111, -0.032, 0.089], [-0.055, -0.143, 0.035], [-0.062, 0.055, 0.087], [0.051, -0.148, -0.065], [0.111, -0.082, 0.101], [-0.103, 0.095, 0.130], [-0.048, 0.180, -0.048], [0.158, 0.004, -0.070]],
  "lowdin_charge": [-0.0848, -0.4243, -0.0971, -0.1623, -0.3224, -0.1285, -0.1388, 0.0806, 0.0770, 0.0705, 0.1289, 0.0755, 0.0798, 0.0776, 0.1200, 0.1137, 0.1383, 0.0954, 0.0995, 0.1023, 0.0991],
  "e_above_lowest_kj_mol": 88.22,
  "e_homo_ev": -10.1,
  "smiles": "CC(C)CC1CC1"
}

---

{
  "formula": "C7H14",
  "method": "wB97M-V/def2-TZVPD",
  "symbols": ["C", "C", "C", "C", "C", "C", "C", "H", "H", "H", "H", "H", "H", "H", "H", "H", "H", "H", "H", "H", "H"],
  "coordinates": [[-0.04947, 0.14473, 1.52615], [-0.51543, -0.79923, 0.42773], [-0.22980, -0.26044, -0.96477], [-0.87367, -1.12834, -2.01014], [-0.89257, -0.11926, -3.24901], [1.89715, 1.91631, 3.02513], [2.32416, 1.51285, 4.11534], [1.07364, 0.09172, 1.75893], [-0.49642, 1.08029, 1.62318], [-0.56043, -0.54626, 2.49434], [-1.51587, -0.83837, 0.71548], [-0.09870, -1.85934, 0.54068], [-0.83355, 0.66598, -1.31842], [0.88114, -0.02837, -1.27434], [-1.94492, -1.51402, -1.62399], [-0.12878, -1.95427, -2.04200], [0.12723, 0.40704, -3.25006], [-0.78792, -0.55643, -4.41459], [-1.66072, 0.73926, -2.96302], [1.58687, 2.33302, 2.11555], [2.69806, 0.71311, 4.76785]],
  "atomic_forces_ev_per_a": [[1.287, -5.503, 4.030], [2.611, 0.711, -0.266], [-0.981, 1.785, -0.999], [-0.286, -0.626, -0.750], [1.126, -0.292, -1.739], [1.693, -0.951, 3.984], [-0.857, -0.414, -3.139], [-1.761, 0.449, -0.594], [-0.577, 1.611, -0.353], [1.710, 2.407, -1.940], [-2.193, -0.504, -0.820], [-0.328, 1.491, -0.031], [1.329, -0.346, 2.325], [-1.983, -0.655, 1.065], [2.444, 0.880, -1.196], [-1.084, -0.169, -1.004], [-1.348, -0.577, 0.345], [-1.414, 1.027, 3.157], [1.236, -1.975, -1.438], [-0.261, 0.447, -0.475], [-0.363, 1.205, -0.161]],
  "lowdin_charge": [-0.1450, -0.3097, -0.3145, -0.3105, -0.1582, -0.0292, -0.0018, 0.0610, 0.0318, 0.1464, 0.0698, 0.1385, 0.1045, 0.1502, 0.1497, 0.1019, 0.0593, 0.1158, 0.0977, 0.0093, 0.0331],
  "e_above_lowest_kj_mol": 560.74,
  "e_homo_ev": -10.2,
  "smiles": "CCCCC.C#C"
}

---

{
  "formula": "C7H14",
  "method": "wB97M-V/def2-TZVPD",
  "symbols": ["C", "C", "C", "C", "C", "C", "C", "H", "H", "H", "H", "H", "H", "H", "H", "H", "H", "H", "H", "H", "H"],
  "coordinates": [[-1.33165, 1.28277, 0.07869], [-1.26376, -0.21178, 0.44126], [-2.32504, -0.99915, -0.33296], [0.13879, -0.82752, 0.21816], [1.28039, 0.14505, 0.45520], [2.71981, -0.22415, 0.23911], [2.03917, 0.72111, -0.70980], [-0.62418, 1.53209, -0.71715], [-2.33166, 1.56459, -0.26606], [-1.09212, 1.92153, 0.93483], [-1.49441, -0.30758, 1.51159], [-3.33306, -0.76607, 0.02972], [-2.28950, -0.74160, -1.39947], [-2.17653, -2.08164, -0.24435], [0.24039, -1.70412, 0.87326], [0.20625, -1.21102, -0.81146], [1.11318, 0.83173, 1.28335], [3.44867, 0.19257, 0.92913], [2.96343, -1.22259, -0.11470], [1.79519, 0.33451, -1.69744], [2.31665, 1.77128, -0.70092]],
  "atomic_forces_ev_per_a": [[0.000, 0.071, -0.018], [-0.005, -0.010, 0.042], [-0.029, -0.044, -0.025], [0.039, -0.022, -0.043], [-0.110, 0.046, 0.104], [0.138, -0.134, 0.087], [-0.023, 0.138, -0.143], [-0.130, -0.047, 0.003], [0.069, -0.072, 0.099], [0.032, -0.080, -0.129], [0.038, 0.024, -0.143], [0.155, -0.013, -0.073], [0.045, -0.072, 0.137], [-0.013, 0.139, 0.029], [-0.009, 0.129, -0.095], [0.007, 0.095, 0.121], [0.043, -0.090, -0.097], [-0.110, -0.099, -0.119], [-0.111, 0.132, 0.030], [-0.011, 0.070, 0.185], [-0.014, -0.162, 0.047]],
  "lowdin_charge": [-0.0789, -0.4241, -0.0976, -0.1595, -0.3226, -0.1276, -0.1377, 0.0745, 0.0731, 0.0752, 0.1285, 0.0755, 0.0816, 0.0746, 0.1172, 0.1192, 0.1346, 0.0958, 0.1002, 0.1011, 0.0970],
  "e_above_lowest_kj_mol": 95.73,
  "e_homo_ev": -10.1,
  "smiles": "CC(C)CC1CC1"
}

---

Copy entry 4 word for word.
{
  "formula": "C7H14",
  "method": "wB97M-V/def2-TZVPD",
  "symbols": ["C", "C", "C", "C", "C", "C", "C", "H", "H", "H", "H", "H", "H", "H", "H", "H", "H", "H", "H", "H", "H"],
  "coordinates": [[-0.04947, 0.14473, 1.52615], [-0.51543, -0.79923, 0.42773], [-0.22980, -0.26044, -0.96477], [-0.87367, -1.12834, -2.01014], [-0.89257, -0.11926, -3.24901], [1.89715, 1.91631, 3.02513], [2.32416, 1.51285, 4.11534], [1.07364, 0.09172, 1.75893], [-0.49642, 1.08029, 1.62318], [-0.56043, -0.54626, 2.49434], [-1.51587, -0.83837, 0.71548], [-0.09870, -1.85934, 0.54068], [-0.83355, 0.66598, -1.31842], [0.88114, -0.02837, -1.27434], [-1.94492, -1.51402, -1.62399], [-0.12878, -1.95427, -2.04200], [0.12723, 0.40704, -3.25006], [-0.78792, -0.55643, -4.41459], [-1.66072, 0.73926, -2.96302], [1.58687, 2.33302, 2.11555], [2.69806, 0.71311, 4.76785]],
  "atomic_forces_ev_per_a": [[1.287, -5.503, 4.030], [2.611, 0.711, -0.266], [-0.981, 1.785, -0.999], [-0.286, -0.626, -0.750], [1.126, -0.292, -1.739], [1.693, -0.951, 3.984], [-0.857, -0.414, -3.139], [-1.761, 0.449, -0.594], [-0.577, 1.611, -0.353], [1.710, 2.407, -1.940], [-2.193, -0.504, -0.820], [-0.328, 1.491, -0.031], [1.329, -0.346, 2.325], [-1.983, -0.655, 1.065], [2.444, 0.880, -1.196], [-1.084, -0.169, -1.004], [-1.348, -0.577, 0.345], [-1.414, 1.027, 3.157], [1.236, -1.975, -1.438], [-0.261, 0.447, -0.475], [-0.363, 1.205, -0.161]],
  "lowdin_charge": [-0.1450, -0.3097, -0.3145, -0.3105, -0.1582, -0.0292, -0.0018, 0.0610, 0.0318, 0.1464, 0.0698, 0.1385, 0.1045, 0.1502, 0.1497, 0.1019, 0.0593, 0.1158, 0.0977, 0.0093, 0.0331],
  "e_above_lowest_kj_mol": 560.74,
  "e_homo_ev": -10.2,
  "smiles": "CCCCC.C#C"
}

---

- What is the formula in the second record?
  C7H13PS

---

Repeat the second record exactly.
{
  "formula": "C7H13PS",
  "method": "wB97M-V/def2-TZVPD",
  "symbols": ["C", "C", "C", "C", "C", "C", "C", "P", "S", "H", "H", "H", "H", "H", "H", "H", "H", "H", "H", "H", "H", "H"],
  "coordinates": [[1.07462, 1.19972, 1.55970], [0.69848, 1.13835, 0.07281], [-0.73240, 0.76158, -0.21614], [-0.83250, -0.76683, -0.07184], [1.55456, -0.12243, -0.19624], [-1.01945, 1.21757, -1.63905], [-0.99412, -1.42905, 1.23779], [1.14017, -1.35816, -1.48452], [2.05264, -0.38488, 1.52014], [1.67361, 1.99452, 1.85124], [0.22527, 1.21434, 2.22227], [0.92348, 1.95772, -0.51975], [-1.38955, 1.30405, 0.59695], [-1.30668, -1.32915, -0.94138], [-0.30911, 1.95825, -1.91594], [-2.01353, 1.58438, -1.83302], [-0.79473, 0.37912, -2.30953], [-1.39042, -2.51056, 1.00610], [-1.67024, -0.96252, 1.88761], [-0.15817, -1.60187, 1.74034], [0.84911, -2.48934, -0.64623], [2.41894, -1.75481, -1.92130]],
  "atomic_forces_ev_per_a": [[-0.530, -1.170, -0.314], [0.471, -2.489, 1.401], [-1.354, 0.319, 1.421], [-1.067, 0.676, -1.072], [-0.719, -0.924, 0.645], [-0.238, -1.049, -0.288], [-3.412, -2.831, -3.578], [0.300, 0.016, 0.403], [-0.378, 0.979, -1.454], [1.316, 1.505, 0.320], [-0.437, -0.420, 0.282], [0.992, 1.852, -0.639], [0.710, -0.875, -1.538], [0.560, 1.027, 1.209], [0.303, 0.949, -0.348], [-0.422, 0.012, 0.064], [-0.326, 0.176, -0.009], [0.455, 1.920, 0.652], [-1.214, 0.897, 0.916], [4.022, -0.433, 2.253], [0.502, 0.114, -0.516], [0.467, -0.249, 0.191]],
  "lowdin_charge": [-0.3503, -0.4171, -0.3752, -0.2671, -0.6632, -0.0783, -0.1299, 0.7942, 0.8674, 0.0446, 0.0752, 0.0955, 0.1676, 0.0976, 0.0597, 0.0754, 0.0449, 0.1237, 0.0647, -0.0340, -0.0631, -0.1322],
  "e_above_lowest_kj_mol": 510.84,
  "e_homo_ev": [-7.2, -7.5]
}